The following is a DFT calculation (ωB97M-V/def2-TZVPD) of a molecular structure, C11H14AuNO3SSe2 in a non-equilibrium geometry.

```
33
Properties=species:S:1:pos:R:3
Au -2.9664 -1.0190 -0.5138
O 0.8211 1.1442 -0.3662
C -0.5333 0.9938 -0.4082
O -0.9503 -0.1586 -0.5964
C -1.2596 2.2164 -0.2221
C -0.5422 3.4351 -0.3267
C -1.1560 4.6401 -0.1402
C -2.5090 4.6641 0.1989
C -3.2277 3.4921 0.3078
C -2.6354 2.2517 0.0810
S -3.7931 0.9634 0.3186
H 0.5080 3.4088 -0.5756
H -0.5993 5.5594 -0.2587
H -3.0099 5.6086 0.3720
H -4.2813 3.5230 0.5643
C 3.4503 0.6482 -0.3983
Se 1.8259 -0.3092 -0.7177
C 1.6905 -1.2375 1.0042
C 1.9009 -2.7278 0.8257
Se 0.6969 -3.4548 -0.5295
C 1.1232 -5.3315 -0.2815
H 3.3287 1.2672 0.4885
H 3.6635 1.2528 -1.2763
H 4.2408 -0.0905 -0.2568
H 0.6913 -1.0044 1.3666
H 2.4328 -0.7967 1.6664
H 1.6873 -3.2144 1.7745
H 2.9245 -2.9631 0.5456
H 0.8777 -5.6423 0.7282
H 2.1718 -5.5060 -0.4981
H 0.5123 -5.8762 -0.9941
O -3.0374 -3.0550 -1.0811
N -4.0466 -2.6821 -0.8010
```

Computed properties:
**Net charge**: +2
**Spin multiplicity**: 1
**HOMO-LUMO gap**: 5.8395 eV
**F_max**: 3.69 eV Å⁻¹
**HOMO**: -14.51 eV
**Energy relative to the best compared isomer or geometry (same formula, charge and spin)**: 85.10 kJ/mol

Here are the Löwdin charges for atoms 1 to 2, given in e: atom 1 (Au): 0.884, atom 2 (O): -0.266


The following is a DFT calculation (ωB97M-V/def2-TZVPD) of 5 unconnected molecules or ions with the total composition C31H61BFN4O12S4 in a non-equilibrium geometry.

```
114
Properties=species:S:1:pos:R:3
C 1.4397 -2.4357 1.2782
C 1.6935 -2.9036 -0.1589
C 2.5148 -1.9059 -1.0182
C 2.2952 -2.0605 -2.5321
N 2.6171 -0.5495 -0.4866
C 2.0206 0.6893 -0.5784
N 0.9617 1.0045 -1.3040
C 0.5882 2.4343 -1.2510
C -0.2085 2.7971 0.0222
C -1.6854 3.1005 -0.3227
C -2.6549 2.8906 0.8316
C -2.8971 1.4304 1.1438
O -4.0986 1.2378 1.8643
C -4.1045 -0.0830 2.3633
C 0.1317 0.1223 -2.1061
B -0.7113 -0.9571 -1.2942
O -0.8421 -0.8653 0.0474
O -1.3379 -1.9543 -2.0101
N 2.6634 1.5835 0.1914
C 3.6434 0.9519 0.8241
C 4.6107 1.5015 1.7859
C 3.9548 2.2812 2.9336
O 4.1595 3.4725 3.0400
N 3.5980 -0.3103 0.4284
F 4.4557 -1.2247 0.9217
H 1.1478 -1.3920 1.3587
H 0.6914 -3.0683 1.7496
H 2.3475 -2.5631 1.8730
H 0.7729 -3.1892 -0.6707
H 2.2576 -3.8315 -0.0721
H 3.5169 -2.3248 -0.9222
H 1.2596 -2.3225 -2.7441
H 2.5679 -1.1447 -3.0521
H 2.8968 -2.8745 -2.9250
H 1.4633 3.0610 -1.4064
H -0.0486 2.6783 -2.0986
H 0.2595 3.5768 0.6182
H -0.2207 1.8946 0.6400
H -1.7344 4.1275 -0.6865
H -1.9837 2.4236 -1.1283
H -2.3314 3.3935 1.7471
H -3.6065 3.3482 0.5554
H -2.0665 0.9558 1.6785
H -2.9936 0.8941 0.1854
H -3.3676 -0.2123 3.1486
H -5.0851 -0.3539 2.7493
H -3.8695 -0.8171 1.5767
H -0.6840 0.7102 -2.5379
H 0.6035 -0.3000 -2.9905
H -1.3753 -1.6036 0.3690
H -2.1174 -1.5720 -2.4473
H 5.2929 2.1781 1.2696
H 5.2326 0.7238 2.2283
H 3.3196 1.7746 3.6828
C -5.5607 -3.0002 -4.0525
C -6.5437 -3.1761 -2.8870
C -6.1038 -2.2237 -1.7669
S -5.2769 -0.8527 -2.5779
O -3.8784 -0.8611 -2.1870
O -6.0716 0.3372 -2.4567
C -5.4045 -1.4944 -4.2418
H -5.9190 -3.4795 -4.9614
H -4.5973 -3.4460 -3.7939
H -7.5508 -2.9152 -3.2172
H -6.5719 -4.2058 -2.5352
H -6.9463 -1.8385 -1.1986
H -5.3889 -2.6955 -1.0946
H -4.5196 -1.2182 -4.8122
H -6.2933 -1.0557 -4.6934
C 9.1986 3.0064 4.5458
C 9.9945 3.8299 3.5257
C 10.0658 3.0118 2.2297
S 8.5979 1.9786 2.2080
O 8.9944 0.5972 2.3034
O 7.6952 2.4335 1.1735
C 7.9676 2.5011 3.8007
H 8.9218 3.5981 5.4166
H 9.7994 2.1616 4.8892
H 9.4785 4.7733 3.3377
H 10.9912 4.0700 3.8910
H 10.0655 3.6449 1.3461
H 10.9329 2.3545 2.2149
H 7.4776 1.6626 4.2920
H 7.2527 3.3063 3.6260
C -4.8674 -2.2313 7.8480
C -6.2223 -1.8736 7.2238
C -5.9500 -1.3347 5.8134
S -4.4266 -2.1145 5.2661
O -3.4113 -1.1010 5.1307
O -4.7173 -3.0462 4.2044
C -4.1103 -3.0142 6.7795
H -4.9831 -2.8134 8.7606
H -4.3226 -1.3181 8.0970
H -6.8424 -2.7699 7.1622
H -6.7629 -1.1433 7.8234
H -6.7464 -1.5878 5.1181
H -5.7892 -0.2580 5.8173
H -3.0385 -3.0649 6.9559
H -4.5196 -4.0170 6.6589
C 0.7662 1.0596 -8.0531
C 0.7396 1.3692 -6.5501
C -0.5600 0.7803 -5.9865
S -0.9784 -0.6155 -7.0371
O -2.2082 -0.3207 -7.7234
O -0.8033 -1.8379 -6.2934
C 0.3813 -0.4122 -8.1812
H 1.7445 1.2544 -8.4890
H 0.0356 1.6832 -8.5721
H 1.5993 0.8977 -6.0675
H 0.8022 2.4390 -6.3554
H -0.4410 0.4272 -4.9660
H -1.3784 1.4965 -6.0379
H 0.0591 -0.6926 -9.1811
H 1.1908 -1.0628 -7.8513
```

Computed properties:
**Net charge**: +1
**Spin multiplicity**: 1
**HOMO-LUMO gap**: 8.8920 eV
**F_max**: 2.19 eV Å⁻¹
**HOMO**: -11.05 eV

Here are the Löwdin charges for atoms 1 to 2, given in e: atom 1 (C): -0.085, atom 2 (C): -0.165


The following is a DFT calculation (ωB97M-V/def2-TZVPD) of 11 unconnected molecules or ions with the total composition C6H32BF4N12O10 in a non-equilibrium geometry.

```
65
Properties=species:S:1:pos:R:3
B -12.6715 -15.4796 -15.9604
F -13.1832 -15.0001 -14.7693
F -13.0613 -14.5779 -16.9946
F -11.2639 -15.4383 -15.9719
F -13.1544 -16.7610 -16.1990
O -7.9835 -17.0965 -15.2264
H -7.7879 -16.7623 -14.3445
H -8.8170 -16.6745 -15.4672
O -11.9527 -18.6825 -17.6871
H -11.4184 -19.1226 -17.0205
H -12.3063 -17.8888 -17.2477
O -14.7238 -12.9110 -15.3709
H -15.4406 -13.0222 -16.0041
H -14.1221 -13.6622 -15.5412
O -10.6483 -13.2012 -17.5662
H -11.0937 -13.8910 -17.0491
H -10.2217 -12.6408 -16.9096
C -13.4368 -15.4182 -21.3433
O -13.1864 -15.6796 -22.5090
N -14.7205 -15.5029 -20.8461
N -12.5726 -14.9463 -20.4041
H -15.0193 -15.4926 -19.8895
H -15.3706 -15.9095 -21.4986
H -12.9127 -14.7327 -19.4884
H -11.5906 -14.9785 -20.6186
C -15.2884 -15.6065 -11.1707
O -15.6451 -14.8564 -10.2673
N -15.0498 -16.9381 -10.9676
N -15.1757 -15.2301 -12.4861
H -15.1467 -17.5384 -11.7664
H -15.3947 -17.2641 -10.0788
H -14.9028 -15.9469 -13.1314
H -14.9431 -14.2729 -12.6916
C -16.7032 -16.5959 -16.4710
O -16.3008 -17.4295 -17.2714
N -18.0544 -16.3332 -16.4200
N -15.9098 -15.8382 -15.6743
H -18.3964 -15.6562 -15.7632
H -18.6411 -16.9228 -16.9748
H -16.1883 -15.0810 -15.0762
H -14.9116 -15.9608 -15.7750
C -12.8517 -10.9125 -18.6395
O -12.7929 -10.2378 -19.6743
N -12.5110 -10.5967 -17.3803
N -13.3932 -12.1579 -18.7526
H -11.9071 -9.8352 -17.1316
H -12.5267 -11.3181 -16.6805
H -13.4143 -12.4430 -19.7182
H -13.2243 -12.8563 -18.0502
C -8.5093 -16.4030 -19.4476
O -8.3730 -17.5738 -19.7839
N -9.5079 -15.9052 -18.6707
N -7.6501 -15.4285 -19.8763
H -9.4108 -15.0147 -18.2199
H -10.3434 -16.4614 -18.5893
H -6.9865 -15.5211 -20.6235
H -7.9030 -14.4571 -19.8025
C -10.9277 -17.8209 -13.0292
O -10.6960 -18.4600 -11.9919
N -11.0690 -16.4773 -13.0888
N -11.1541 -18.4819 -14.1875
H -11.2120 -16.1438 -14.0269
H -11.1048 -15.9566 -12.2352
H -10.7339 -19.3661 -14.3985
H -11.5629 -18.0123 -14.9773
```

Computed properties:
**Net charge**: -1
**Spin multiplicity**: 1
**HOMO-LUMO gap**: 9.5857 eV
**F_max**: 2.85 eV Å⁻¹
**HOMO**: -7.56 eV
**Energy relative to the best compared isomer or geometry (same formula, charge and spin)**: 78.78 kJ/mol

Here are the Löwdin charges for atoms 1 to 2, given in e: atom 1 (B): -1.279, atom 2 (F): 0.143


The following is a DFT calculation (ωB97M-V/def2-TZVPD) of 9 unconnected molecules or ions with the total composition C72H77Cl2FN3O23 in a non-equilibrium geometry.

```
178
Properties=species:S:1:pos:R:3
C 8.8872 -3.3952 -1.2295
C 7.7166 -2.7732 -0.3501
C 6.8634 -1.6704 -1.1431
C 5.4508 -1.4895 -0.3759
O 4.5025 -1.1758 -1.3952
C 3.3580 -0.3752 -0.9624
C 3.9997 1.0803 -0.8847
C 5.2658 1.3749 -1.8032
C 5.4677 2.9098 -2.1818
N 4.9599 3.9033 -1.2038
O 3.1031 -0.8136 0.3730
C 1.8071 -1.1528 0.8034
F 1.7984 -0.7008 2.1696
C 1.7511 -2.7353 1.0444
C 3.1154 -3.4259 1.3983
C 2.8469 -4.8582 2.0969
C 2.9355 -6.0663 1.0575
O 1.5840 -6.5356 0.7733
C 0.5607 -0.5610 0.0105
C -0.8447 -1.1976 0.4662
O -1.0445 -2.5994 0.4312
C -2.3569 -2.9769 -0.0171
C 0.2077 0.9062 0.6128
C 1.1917 2.0821 0.5018
O 1.1821 3.0130 -0.2865
Cl 2.4778 2.2868 1.8070
N 0.7455 -0.5440 -1.5105
C -0.1315 0.5037 -2.1846
N 0.0890 -1.7080 -1.9538
C 2.1809 -0.5885 -2.0191
Cl 2.4405 0.8074 -3.2612
C 2.5106 -1.7496 -3.0848
C 2.7534 -3.2129 -2.5988
O 2.2609 -4.1636 -3.6099
C 1.5720 -5.2289 -2.9687
C 0.1634 -5.0704 -2.2929
O 2.0855 -6.3349 -2.9692
H 9.2730 -4.2993 -0.6407
H 9.7722 -2.7117 -1.3560
H 8.5206 -3.8219 -2.2124
H 7.0876 -3.6366 0.0074
H 8.2233 -2.2881 0.5444
H 6.6779 -2.0158 -2.2023
H 7.4873 -0.7377 -1.1138
H 5.3304 -2.4647 0.1603
H 5.6570 -0.6962 0.3948
H 4.3953 1.1627 0.1774
H 3.3176 1.9537 -1.0118
H 6.1784 1.0775 -1.1997
H 5.2521 0.8078 -2.7860
H 6.5930 3.0690 -2.2431
H 5.0873 3.1187 -3.2270
H 3.9632 4.0390 -1.4432
H 4.9414 3.5467 -0.2437
H 1.2600 -3.3089 0.2113
H 1.0651 -2.9026 1.9369
H 3.8355 -2.7879 1.9758
H 3.6000 -3.7042 0.4056
H 1.7854 -4.8412 2.4678
H 3.5851 -4.9874 2.9336
H 3.5829 -6.9170 1.4330
H 3.3690 -5.7679 0.0570
H 1.1059 -5.8047 0.3353
H -1.7177 -0.7104 -0.0797
H -1.0586 -0.9305 1.5557
H -2.6120 -2.5760 -1.0350
H -2.4114 -4.1077 -0.1040
H -3.1247 -2.6927 0.7654
H 0.0089 0.8426 1.7307
H -0.8192 1.2663 0.2458
H -0.2389 0.3625 -3.2911
H -1.1955 0.4134 -1.7940
H 0.1621 1.5622 -1.9869
H 0.3794 -2.5824 -1.5386
H -0.2541 -1.7223 -2.9034
H 1.7464 -1.7730 -3.9251
H 3.4629 -1.4577 -3.6281
H 2.3190 -3.5347 -1.6161
H 3.8689 -3.4112 -2.5361
H -0.5515 -4.4103 -2.8820
H 0.2577 -4.5721 -1.2721
H -0.3411 -6.0611 -2.1100
C -5.2756 -1.4652 -2.9329
C -6.0814 -1.0561 -3.9122
C -6.2907 0.3845 -4.1827
O -7.0250 0.7591 -5.0725
C -5.5689 1.3518 -3.3240
C -4.7634 0.9409 -2.3452
C -4.5556 -0.4986 -2.0768
O -3.8154 -0.8732 -1.1818
H -5.1112 -2.5143 -2.7205
H -6.6157 -1.7497 -4.5492
H -5.7331 2.4010 -3.5359
H -4.2281 1.6338 -1.7068
C 0.2488 0.2102 -7.7634
C -0.2927 -0.6342 -6.8854
C -1.4893 -0.2630 -6.0998
O -1.9816 -1.0349 -5.2919
C -2.0662 1.0802 -6.3264
C -1.5275 1.9260 -7.2045
C -0.3280 1.5552 -7.9912
O 0.1628 2.3241 -8.7910
H 1.1269 -0.0445 -8.3457
H 0.1152 -1.6219 -6.7064
H -2.9427 1.3338 -5.7425
H -1.9361 2.9130 -7.3824
C 14.2389 -5.6185 -1.6681
C 13.1517 -5.6705 -0.8992
C 11.7943 -5.6100 -1.4844
O 10.8011 -5.6552 -0.7829
C 11.6896 -5.4911 -2.9555
C 12.7762 -5.4390 -3.7250
C 14.1348 -5.4996 -3.1400
O 15.1255 -5.4541 -3.8406
H 15.2398 -5.6609 -1.2575
H 13.2095 -5.7582 0.1786
H 10.6884 -5.4489 -3.3658
H 12.7180 -5.3513 -4.8027
C -2.8606 3.7396 2.1753
C -3.3086 4.3280 3.2836
C -4.0152 3.5550 4.3306
O -4.4254 4.0898 5.3394
C -4.2022 2.1048 4.0978
C -3.7533 1.5183 2.9888
C -3.0486 2.2912 1.9456
O -2.6350 1.7530 0.9296
H -2.3424 4.2885 1.3985
H -3.1792 5.3870 3.4690
H -4.7195 1.5547 4.8736
H -3.8819 0.4592 2.8022
C 5.2606 1.4926 -7.6154
C 4.1821 0.7900 -7.9578
C 3.8741 0.4977 -9.3759
O 2.8875 -0.1426 -9.6886
C 4.8102 1.0140 -10.3979
C 5.8896 1.7172 -10.0561
C 6.1982 2.0098 -8.6385
O 7.1818 2.6482 -8.3245
H 5.5016 1.7166 -6.5836
H 3.4865 0.4037 -7.2225
H 4.5691 0.7899 -11.4293
H 6.5847 2.1032 -10.7910
C -3.2060 3.5229 8.5762
C -3.6542 4.1105 9.6846
C -4.3610 3.3380 10.7310
O -4.7720 3.8739 11.7407
C -4.5488 1.8878 10.4987
C -4.1002 1.3010 9.3895
C -3.3941 2.0733 8.3444
O -2.9824 1.5370 7.3313
H -2.6881 4.0722 7.8003
H -3.5248 5.1695 9.8705
H -5.0671 1.3386 11.2737
H -4.2299 0.2422 9.2030
C -9.1981 4.5225 9.4717
C -8.4975 3.7499 10.3012
C -8.2061 2.3371 9.9713
O -7.5682 1.6317 10.7281
C -8.7207 1.8156 8.6853
C -9.4211 2.5881 7.8561
C -9.7124 4.0011 8.1859
O -10.3498 4.7065 7.4278
H -9.4216 5.5579 9.6962
H -8.1124 4.1148 11.2456
H -8.4972 0.7802 8.4607
H -9.8059 2.2233 6.9119
C -12.9267 5.7310 5.7270
C -12.6444 6.8887 5.1302
C -13.5179 7.4397 4.0706
O -13.2600 8.4945 3.5242
C -14.7185 6.6565 3.7001
C -15.0012 5.4989 4.2965
C -14.1269 4.9480 5.3565
O -14.3852 3.8927 5.9022
H -12.2983 5.3134 6.5030
H -11.7713 7.4744 5.3895
H -15.3464 7.0752 2.9237
H -15.8743 4.9130 4.0374
```

Computed properties:
**Net charge**: +1
**Spin multiplicity**: 1
**HOMO-LUMO gap**: 7.1449 eV
**F_max**: 4.05 eV Å⁻¹
**HOMO**: -11.06 eV
**Energy relative to the best compared isomer or geometry (same formula, charge and spin)**: 392.11 kJ/mol

Here are the Löwdin charges for atoms 1 to 2, given in e: atom 1 (C): -0.132, atom 2 (C): -0.248


The following is a DFT calculation (ωB97M-V/def2-TZVPD) of a molecular structure, C5H11Cl2NO2P2 in a non-equilibrium geometry.

```
23
Properties=species:S:1:pos:R:3
C -2.1116 0.1774 1.4668
C 1.1174 -0.9394 -1.6574
C 1.9194 1.1907 -0.5572
C 1.1682 -0.6859 0.8453
C 0.9684 -0.0002 -0.5070
N -0.3713 0.5674 -0.6898
O -1.9374 -2.5656 1.0328
O -0.5571 2.5448 1.0120
P -2.1769 -1.2805 0.3281
P -1.2752 1.4361 0.3945
Cl -3.6914 -1.3222 -0.8218
Cl -2.7483 2.0290 -0.6914
H -3.0344 0.4013 2.1650
H -1.2940 -0.2469 2.0662
H 1.3334 -0.3308 -2.6420
H 2.0244 -1.4644 -1.4467
H 0.2784 -1.6119 -1.8626
H 2.2834 1.5392 0.4701
H 1.4630 2.0679 -1.1222
H 2.8776 1.0497 -1.1939
H 0.7121 -0.0984 1.6516
H 0.7290 -1.6027 0.8410
H 2.3228 -0.8545 0.9185
```

Computed properties:
**Net charge**: 0
**Spin multiplicity**: 1
**HOMO-LUMO gap (alpha / beta)**: 7.1839 / 8.2960 eV
**F_max**: 3.41 eV Å⁻¹
**HOMO (alpha / beta)**: -9.16 / -10.13 eV
**Energy relative to the best compared isomer or geometry (same formula, charge and spin)**: 297.83 kJ/mol

Here are the Löwdin charges for atoms 1 to 2, given in e: atom 1 (C): -0.407, atom 2 (C): -0.069


The following is a DFT calculation (ωB97M-V/def2-TZVPD) of C6H7F3 in the gas phase in a non-equilibrium geometry.

```
16
Properties=species:S:1:pos:R:3
C 2.5401 1.5917 0.2321
C 1.3351 0.8114 -0.3754
C 0.3230 0.0635 -0.0642
C -0.8284 -0.6418 -0.0612
C -0.9060 -2.1458 0.1387
C -2.0869 0.1840 0.0041
F -3.0582 -0.3997 -0.6914
F -2.4874 0.5290 1.2554
F -2.0154 1.4488 -0.6112
H 2.1211 2.6388 0.5368
H 3.3563 1.6781 -0.5232
H 2.9584 1.0316 1.2202
H 1.3552 0.7171 -1.4840
H -0.7251 -2.3119 1.1480
H -0.0197 -2.5753 -0.5482
H -1.8620 -2.6193 -0.1765
```

Computed properties:
**Net charge**: 0
**Spin multiplicity**: 1
**HOMO-LUMO gap**: 10.2557 eV
**F_max**: 3.88 eV Å⁻¹
**SMILES**: CC=C=C(C)C(F)(F)F
**HOMO**: -9.65 eV
**Energy relative to the best compared isomer or geometry (same formula, charge and spin)**: 74.22 kJ/mol

Here are the Löwdin charges for atoms 1 to 2, given in e: atom 1 (C): -0.098, atom 2 (C): -0.143